Below is the ion C4H8N2P with charge +1 in a non-equilibrium geometry, with properties calculated with ωB97M-V/def2-TZVPD.

Geometry as XYZ:
```
15
Properties=species:S:1:pos:R:3:forces:R:3
N 2.08554 0.89983 0.26925 -0.2 1.1 -1.8
H 2.35529 -0.09244 0.42226 1.7 1.3 -0.3
H -0.83496 -2.61812 -0.99881 1.5 -0.2 1.7
H 2.53805 1.61476 -0.41991 -0.5 -2.8 -0.2
C 0.66639 0.56978 -0.01556 -2.2 -0.1 0.2
H 0.48185 -3.31262 0.15753 -2.4 2.0 -1.1
H -2.75931 -0.91624 0.29006 2.2 0.9 -0.5
H -2.46541 1.46638 -0.62014 -0.9 0.7 -0.2
H -0.19941 2.47606 -0.43732 0.5 2.4 -0.3
C -1.62879 0.93820 -0.26156 -0.9 -3.7 0.9
N -0.28375 -2.56339 -0.08724 1.4 -0.5 -0.2
H 2.30764 1.53778 1.00543 -0.5 -0.3 2.3
C -1.72559 -0.38577 0.16426 -2.2 1.5 0.1
C -0.33393 1.47647 -0.24383 2.3 -2.4 0.3
P -0.20360 -1.09069 0.77558 0.0 0.2 -1.1
```
Positions in Å, forces in eV/Å.

Computed properties:
structure (SMILES) = NP1=CC=CC=1[NH3+]
charge = +1
largest force on an atom = 0.077 Eh/bohr
relative energy (zero: lowest compared OMol25 entry of this formula, charge and spin) = 2.225 eV



Below is the molecule C4H8N2P2 in a non-equilibrium geometry, with properties calculated with ωB97M-V/def2-TZVPD.

Geometry as XYZ:
```
16
Properties=species:S:1:pos:R:3:forces:R:3
C -0.52079 0.39055 0.11766 2.7 -0.9 1.7
C 1.47049 0.85259 1.44783 -1.8 -0.8 -1.4
H 0.79649 -1.68266 0.74391 -1.9 0.3 0.1
C 0.46571 0.46976 -1.10928 -3.4 1.1 -0.6
H -0.72910 -2.16865 -0.59097 -0.2 1.1 0.8
H -1.71061 1.52803 -1.30452 -0.9 0.5 -0.3
N 1.74485 0.07310 -0.77930 3.6 -0.7 0.8
C 2.22812 0.09856 0.41509 -1.4 1.6 -1.4
P -2.19604 1.08762 -0.04840 0.0 1.0 -0.4
H 0.29984 1.50662 -1.54383 1.2 -0.6 0.6
N 0.19955 1.00996 1.43634 -0.4 -0.4 -2.1
H 1.99355 1.41434 2.15022 1.0 0.6 1.6
H 3.24796 -0.20441 0.65921 -0.2 -0.2 -0.4
H -2.00066 2.37951 0.59010 0.1 -0.7 -0.4
H 0.12656 -0.14719 -2.01677 0.1 0.4 1.5
P -0.69598 -1.36595 0.66820 1.5 -2.1 -0.1
```
Positions in Å, forces in eV/Å.

Computed properties:
structure (SMILES) = PC1(P)CN=CC=N1
largest force on an atom = 0.073 Eh/bohr
relative energy (zero: lowest compared OMol25 entry of this formula, charge and spin) = 0.285 eV



no.,orbital gap (eV)
1,8.55
2,8.84